# 1
5 unconnected molecules or ions with the total composition C30H54NO17P. Source: the Open Molecules 2025 dataset; level of theory: ωB97M-V/def2-TZVPD.

The total energy is -77572.08066 eV. Its energy above the lowest of the compared OMol25 structures with the same formula, charge and spin is 0.0 kcal/mol. The total charge is 0. As for the largest force on an atom: 2.9 eV/A. For the frontier orbital gap, the calculation gives 6.312 eV.

The geometry in XYZ format:
```
103
Properties=species:S:1:pos:R:3:forces:R:3:mulliken_charge:R:1
C 2.2262 -1.7997 -0.3675 -1.47 1.39 -0.18 -0.693
C 1.9858 -0.6701 0.6230 0.57 0.25 -0.23 1.048
C 0.8697 -0.7879 1.6270 0.74 -0.79 0.60 -1.247
C 2.7823 0.4244 0.5308 -0.26 -0.08 -0.40 -1.286
C 2.9885 1.2288 -0.7619 1.29 -1.26 0.86 0.048
C 2.8273 2.7123 -0.3882 0.44 -0.18 -0.70 -1.783
C 2.0319 3.5901 -1.3630 0.03 0.33 0.34 0.790
C 1.8452 4.9923 -0.7193 0.56 -0.64 -0.31 -1.390
C 0.7082 2.9971 -1.8620 0.33 0.22 0.52 -1.506
C -0.1043 2.2764 -0.7782 -0.14 -0.54 -0.18 0.564
C -1.0888 1.3935 -1.4530 -0.11 -0.23 0.26 0.586
C -2.4226 1.4488 -1.4994 0.08 0.41 -0.01 0.320
P -3.5160 2.6436 -0.7107 -2.50 -1.39 0.51 1.396
N -4.7951 1.9369 -0.1796 0.60 -0.27 -0.23 -0.867
O -3.9131 3.7868 -1.7602 1.35 0.19 0.16 -0.581
O -2.7920 3.4014 0.4798 0.47 0.59 -0.67 -0.619
C -2.8985 0.2977 -2.3856 -0.34 1.50 0.39 -0.093
O -3.9555 -0.2466 -2.4674 0.97 0.37 -0.31 -0.440
O -1.7665 0.0036 -3.1401 -0.13 -2.29 -0.15 -0.333
C -0.6897 0.1942 -2.2966 1.15 0.70 0.37 -0.435
O 0.3208 -0.4557 -2.2682 -1.54 0.80 -0.58 -0.306
H 1.3803 -2.4804 -0.3165 0.18 -0.41 -0.29 0.314
H 3.1722 -2.2649 -0.1269 0.06 -0.28 0.01 0.404
H 2.2692 -1.3472 -1.3561 0.25 -0.42 -0.26 -0.087
H 0.3055 -1.6944 1.4220 -0.07 -0.16 0.22 0.266
H 0.1730 0.0411 1.5413 0.03 0.20 -0.04 0.244
H 1.2084 -0.8256 2.6651 -0.05 0.02 0.12 0.357
H 3.3213 0.8129 1.3905 -1.10 0.84 0.50 0.466
H 2.2929 0.8711 -1.5123 -0.12 0.06 -0.12 -0.199
H 4.0011 1.0172 -1.1147 0.03 0.39 -0.47 0.699
H 2.4689 2.8046 0.6350 -0.38 0.01 0.03 0.524
H 3.8325 3.1322 -0.3668 0.07 0.19 0.21 0.480
H 2.6618 3.7423 -2.2382 -0.01 -0.15 -0.20 0.548
H 0.7989 5.2460 -0.5810 -0.08 0.13 0.14 0.392
H 2.3865 4.9946 0.2221 -0.21 0.24 0.30 0.169
H 2.3369 5.7308 -1.3449 -0.23 0.31 -0.08 0.328
H 0.8997 2.3243 -2.6951 -0.02 -0.09 -0.10 0.503
H 0.1028 3.8304 -2.2150 -0.12 -0.05 -0.37 0.508
H -0.6201 2.9662 -0.1219 0.01 0.16 0.07 0.709
H 0.5084 1.6285 -0.1496 0.30 0.02 -0.05 -0.704
H -4.7172 0.9429 -0.3680 -0.44 -0.10 0.20 0.258
H -4.0490 3.3807 -2.6223 -0.29 0.13 -0.20 0.351
H -3.4418 3.3670 1.1972 0.05 -0.07 0.24 0.359
C -4.5779 -5.1077 3.3810 -0.09 0.20 -0.16 -1.112
C -3.1840 -5.4446 2.8945 -0.19 -0.18 0.46 -0.195
O -3.0098 -5.0722 1.5182 0.15 -0.08 -0.04 -0.381
C -2.7833 -3.7805 1.3073 -0.19 -0.10 -0.02 0.733
O -2.6917 -2.9252 2.1475 0.10 0.11 0.07 -0.560
O -2.6902 -3.5838 -0.0106 0.09 0.02 -0.07 -0.355
C -2.5354 -2.2152 -0.3724 0.07 0.23 -0.22 -0.206
H -5.3288 -5.5484 2.7244 0.02 -0.10 0.05 0.267
H -4.7317 -5.4811 4.3933 0.03 -0.03 -0.01 0.411
H -4.7427 -4.0310 3.3835 0.05 0.01 0.06 0.312
H -3.0222 -6.5202 2.9347 0.04 0.00 -0.24 0.316
H -2.4195 -4.9760 3.5135 0.00 0.15 -0.12 0.295
H -1.7048 -1.7570 0.1635 -0.08 0.01 0.13 -0.015
H -3.4595 -1.6693 -0.1842 0.05 0.03 0.16 0.107
H -2.3288 -2.1822 -1.4393 -0.03 -0.31 -0.02 0.333
C 8.0875 5.1438 3.2159 -0.08 0.19 -0.18 -1.095
C 6.9717 4.9205 4.2143 0.35 -0.32 -0.01 -0.162
O 6.1134 6.0666 4.3089 -0.04 -0.02 0.12 -0.378
C 5.2185 6.1908 3.3332 0.09 0.08 0.06 0.796
O 5.0604 5.4332 2.4119 -0.05 -0.09 -0.09 -0.557
O 4.5249 7.3087 3.5477 -0.07 0.02 0.02 -0.344
C 3.5693 7.6013 2.5282 -0.22 0.15 -0.14 -0.612
H 8.6312 6.0596 3.4512 0.05 -0.06 0.09 0.301
H 8.7842 4.3058 3.2295 -0.01 -0.01 0.04 0.359
H 7.6935 5.2478 2.2056 -0.04 -0.09 0.01 0.296
H 7.3859 4.7788 5.2107 -0.12 0.18 0.07 0.296
H 6.3895 4.0321 3.9714 -0.11 0.10 -0.10 0.296
H 2.9174 6.7496 2.3460 0.08 -0.06 -0.05 0.244
H 4.0788 7.8901 1.6099 -0.01 -0.12 -0.05 0.286
H 2.9700 8.4371 2.8773 0.12 0.02 0.17 0.261
C -6.8821 -2.3736 -0.2360 -0.13 -0.40 0.04 -0.774
C -7.5178 -1.2885 0.6016 0.51 0.20 -0.22 -0.178
O -8.8523 -1.6325 1.0037 -0.03 0.10 0.00 -0.351
C -8.9353 -2.4715 2.0318 -0.03 -0.02 -0.19 0.758
O -8.0125 -2.9373 2.6467 0.08 -0.06 0.12 -0.549
O -10.2257 -2.7227 2.2576 -0.07 0.02 0.06 -0.352
C -10.4639 -3.6733 3.2961 -0.15 -0.11 0.14 -0.633
H -7.5176 -2.6244 -1.0865 0.05 0.12 -0.07 0.327
H -5.9093 -2.0491 -0.6068 -0.03 0.06 -0.03 0.103
H -6.7415 -3.2886 0.3401 0.06 0.06 0.07 0.256
H -7.6018 -0.3794 0.0092 -0.27 0.04 0.09 0.301
H -6.9075 -1.0586 1.4745 -0.11 -0.08 0.10 0.296
H -9.9457 -3.3936 4.2105 0.10 -0.03 -0.05 0.291
H -10.1526 -4.6663 2.9750 0.10 0.01 0.05 0.288
H -11.5346 -3.6766 3.4795 -0.02 0.09 -0.13 0.221
C 7.2129 -4.8383 -4.9753 -0.10 0.19 -0.15 -1.104
C 6.2889 -5.0922 -3.8033 0.33 -0.31 -0.08 -0.193
O 5.4811 -3.9434 -3.5120 -0.01 -0.04 0.15 -0.342
C 4.4279 -3.7708 -4.3084 0.09 0.13 0.03 0.736
O 4.0990 -4.4868 -5.2163 -0.06 -0.10 -0.08 -0.565
O 3.8055 -2.6548 -3.9312 -0.05 0.03 0.04 -0.262
C 2.6876 -2.3009 -4.7483 -0.22 0.18 -0.02 -0.539
H 7.8053 -3.9385 -4.8050 0.07 -0.06 0.08 0.292
H 7.8865 -5.6830 -5.1194 0.00 -0.01 0.04 0.360
H 6.6470 -4.6885 -5.8940 -0.04 -0.09 0.01 0.310
H 6.8715 -5.2795 -2.9032 -0.09 0.17 0.10 0.295
H 5.6578 -5.9640 -3.9733 -0.12 0.10 -0.08 0.318
H 1.9929 -3.1321 -4.8441 0.07 -0.05 -0.06 0.325
H 3.0284 -1.9771 -5.7308 -0.01 -0.12 -0.04 0.349
H 2.1862 -1.4738 -4.2527 0.10 -0.02 0.12 0.015
```
Positions in Å, forces in eV/Å.


# 2
9 unconnected molecules or ions with the total composition C30H54O27. Source: the Open Molecules 2025 dataset; level of theory: ωB97M-V/def2-TZVPD.

The total energy is -87263.09919 eV. Its energy above the lowest of the compared OMol25 structures with the same formula, charge and spin is 65.6 kcal/mol. The total charge is 0. As for the largest force on an atom: 6.2 eV/A. For the frontier orbital gap, the calculation gives 10.275 eV.

The geometry in XYZ format:
```
111
Properties=species:S:1:pos:R:3:forces:R:3:mulliken_charge:R:1
C -3.3270 4.4567 0.9032 -0.50 -0.79 -1.10 -1.392
C -2.5625 5.3633 1.7532 1.10 -0.82 1.66 0.488
C -1.0469 5.4807 1.4657 -1.23 -0.88 -0.39 -0.380
O -0.9174 6.8459 1.1369 -0.28 1.31 -0.15 -0.324
C -2.1462 7.5098 1.2142 0.12 2.49 -1.00 0.626
O -2.3838 8.6832 0.9292 1.44 -3.34 0.81 -0.549
O -3.0945 6.6656 1.6016 0.14 -0.08 0.58 -0.349
H -3.0405 3.4199 1.0791 0.17 -0.01 -0.22 0.374
H -3.1175 4.7670 -0.1205 -0.27 -0.43 -0.30 0.353
H -4.3985 4.5190 1.0930 0.04 0.16 0.01 0.335
H -2.5726 4.9772 2.7724 -0.81 0.70 0.45 0.250
H -0.7724 4.7695 0.6867 0.02 0.63 -0.87 0.259
H -0.4362 5.0897 2.2796 0.06 1.05 0.51 0.308
C -1.7863 0.0444 -5.3273 -0.52 -1.07 1.34 -1.281
C -1.7675 -0.7475 -3.9427 0.35 0.67 -1.21 0.466
C -1.1884 -2.1709 -3.9505 -0.24 -0.74 0.11 -0.454
O -0.3537 -2.2232 -2.7655 -0.95 -1.50 -1.84 -0.315
C -0.1409 -1.0118 -2.3733 2.47 2.41 2.13 0.657
O 0.6930 -0.7355 -1.5419 -1.04 0.03 -0.59 -0.576
O -0.8741 -0.0773 -3.0179 -0.72 -0.54 -0.39 -0.335
H -0.8732 -0.1241 -5.8981 -0.06 0.05 0.09 0.341
H -1.9845 1.1094 -5.2062 0.38 -0.03 0.44 0.336
H -2.6612 -0.2885 -5.8858 0.16 -0.37 -0.21 0.369
H -2.7758 -0.8353 -3.5381 0.01 0.60 0.22 0.255
H -0.6345 -2.4207 -4.8555 0.42 0.19 0.15 0.260
H -1.9084 -2.9738 -3.7927 -0.29 0.30 -0.22 0.277
C 2.0621 6.3984 -5.5652 0.42 -1.78 -0.33 -1.283
C 2.9888 5.1750 -5.4017 -0.13 2.30 1.17 0.208
C 4.1408 4.9111 -6.3545 -3.68 -2.48 -2.43 -0.326
O 5.2443 4.6842 -5.6275 1.85 0.99 3.19 -0.307
C 4.9099 5.0498 -4.3162 5.86 0.42 2.02 0.623
O 5.7095 5.1208 -3.3953 -0.88 -0.93 -1.96 -0.585
O 3.7346 5.4944 -4.2002 -3.23 0.07 -0.12 -0.294
H 2.6436 7.3194 -5.5245 -0.11 -0.11 -0.15 0.323
H 1.3749 6.3276 -4.7221 -0.19 0.38 -0.22 0.334
H 1.5507 6.2475 -6.5159 -0.30 0.51 0.05 0.386
H 2.4678 4.2378 -5.2062 -0.37 0.25 0.02 0.329
H 4.1779 5.5017 -7.2698 0.58 0.46 0.38 0.329
H 3.8248 3.8979 -6.6025 0.18 -0.10 -1.60 0.264
C 0.9424 -0.0166 7.7785 0.73 0.34 -1.13 -0.638
O 0.3992 -0.4430 8.9939 0.05 -0.49 1.72 -0.294
C 1.2418 -0.7201 10.0347 3.72 -0.06 -1.84 0.805
O 2.4961 -0.8401 9.9273 -4.37 0.28 0.53 -0.596
O 0.5106 -0.8127 11.1220 -0.55 -0.01 0.57 -0.293
C 0.9264 -1.6441 12.2051 0.51 -1.27 0.07 -0.671
H 0.2209 -0.1333 6.9699 -0.39 -0.17 0.43 0.237
H 1.8130 -0.5955 7.4703 0.16 0.10 0.35 0.306
H 1.1749 1.0473 7.8251 0.27 -0.02 0.08 0.282
H 0.3525 -1.4740 13.1160 0.01 0.79 -0.36 0.244
H 1.9985 -1.6408 12.4018 -0.05 0.59 -0.11 0.319
H 0.7014 -2.6817 11.9582 -0.09 -0.08 -0.32 0.300
C -10.9228 9.3782 -7.8199 -0.26 -0.73 -0.14 -0.590
O -10.7183 8.0071 -7.3901 0.79 -1.96 0.61 -0.305
C -10.2551 7.0309 -8.1962 1.32 0.15 -3.43 0.794
O -10.0379 7.2247 -9.4094 -0.62 -0.91 3.15 -0.584
O -9.9721 5.8206 -7.5398 -1.01 2.04 -0.03 -0.296
C -9.5197 4.6405 -8.2132 0.11 -0.73 -1.04 -0.681
H -10.4249 9.6476 -8.7514 0.06 -0.40 0.08 0.321
H -10.5612 9.9957 -6.9977 -0.10 -0.10 -0.10 0.226
H -12.0049 9.4518 -7.9276 0.12 0.39 -0.07 0.254
H -10.1133 3.7465 -8.0218 -0.68 0.48 0.86 0.281
H -8.5196 4.3342 -7.9064 0.13 0.71 0.19 0.267
H -9.5491 4.6213 -9.3026 0.13 1.07 -0.06 0.315
C 13.0994 1.1125 4.3842 0.42 -0.60 -0.37 -0.629
O 11.6887 1.0307 4.1652 0.26 0.58 0.06 -0.341
C 11.1242 -0.1165 3.7859 2.43 -2.37 0.68 0.833
O 11.6182 -1.2316 3.7738 0.62 1.42 0.20 -0.602
O 9.9035 -0.0008 3.4454 -2.05 0.73 -0.76 -0.303
C 9.2001 1.2335 3.3941 -1.37 -0.41 -0.63 -0.583
H 13.4273 0.6040 5.2908 -0.38 0.22 0.23 0.270
H 13.3561 2.1719 4.3800 -0.16 -0.16 0.20 0.245
H 13.6536 0.6163 3.5876 -0.21 0.04 -0.23 0.307
H 8.7351 1.2407 2.4082 0.20 0.24 -0.17 0.262
H 9.7535 2.1618 3.5358 0.10 -0.47 0.37 0.287
H 8.3557 1.0437 4.0566 0.16 0.78 0.41 0.253
C -5.1440 -2.5297 4.0946 -0.84 1.07 -0.06 -0.649
O -4.3710 -3.6708 3.8898 0.44 -0.61 -0.25 -0.278
C -4.0685 -4.1843 2.6772 -0.93 1.34 -2.46 0.780
O -4.3153 -3.7194 1.5355 0.72 -1.36 3.72 -0.597
O -3.4731 -5.3168 2.9915 1.36 -1.39 -0.46 -0.291
C -2.9928 -6.2950 1.9866 -1.79 0.98 0.15 -0.606
H -5.9548 -2.4490 3.3706 0.23 0.16 -0.22 0.312
H -4.5417 -1.6229 4.1487 0.16 0.00 -0.55 0.267
H -5.6145 -2.5661 5.0772 0.12 -0.60 0.05 0.250
H -2.7772 -7.2234 2.5155 0.28 0.46 0.20 0.235
H -2.1756 -5.9216 1.3695 -0.05 0.08 0.32 0.269
H -3.8827 -6.4795 1.3849 0.30 -0.11 -0.44 0.308
C -4.6223 -6.7109 -8.7002 -0.73 1.81 0.57 -0.665
O -3.6098 -7.6188 -8.3647 0.56 -1.27 -0.09 -0.298
C -3.6748 -8.2821 -7.2013 -1.47 1.00 2.38 0.789
O -4.5697 -8.1557 -6.3498 1.95 -0.46 -2.11 -0.577
O -2.5487 -8.9922 -7.0516 0.07 -0.43 0.45 -0.302
C -2.2388 -9.5475 -5.7360 0.02 0.46 0.42 -0.644
H -4.4846 -5.7913 -8.1314 0.11 0.02 0.46 0.289
H -5.6462 -7.0058 -8.4708 0.20 -0.59 -0.22 0.304
H -4.5095 -6.3330 -9.7164 0.11 -0.91 -0.19 0.259
H -2.0785 -8.7694 -4.9897 -0.37 0.44 -0.26 0.298
H -1.2711 -10.0488 -5.7561 -0.22 -0.12 -0.81 0.259
H -2.9839 -10.2198 -5.3107 -0.23 0.05 -0.59 0.289
C 4.6996 -5.0772 5.2154 0.27 -0.75 -0.43 -0.653
O 4.7545 -5.4879 6.5809 -1.18 -0.18 -0.74 -0.312
C 5.8647 -5.4441 7.2800 4.51 1.28 -2.94 0.825
O 7.0213 -5.1615 6.8387 -3.79 -0.85 1.55 -0.605
O 5.5372 -5.7729 8.4794 0.82 -0.60 3.39 -0.295
C 6.5562 -5.7254 9.5436 -0.78 0.60 0.58 -0.678
H 4.5253 -4.0017 5.1834 0.37 -0.15 -0.32 0.268
H 3.9064 -5.6210 4.7025 -0.68 0.23 0.71 0.252
H 5.5296 -5.4839 4.6376 0.71 0.84 0.36 0.318
H 6.0723 -5.9047 10.5038 -0.70 -0.84 -0.42 0.272
H 6.8477 -4.7028 9.7830 0.59 0.13 -1.11 0.316
H 7.3821 -6.4316 9.4577 -0.14 0.28 -0.63 0.291
```
Positions in Å, forces in eV/Å.


no.,E_HOMO (eV)
1,-7.568
2,-10.206